Entry 1:
Computed, not measured: a structure of composition C11H12ClF3NO18V in a non-equilibrium geometry, with ωB97M-V/def2-TZVPD.

Last column: Löwdin spin population.
Geometry (Å):
V (-12.26, 4.35, 8.37)  2.800
C (-14.40, 2.93, 9.20)  0.005
O (-15.34, 3.05, 10.05)  -0.003
O (-14.27, 3.50, 8.05)  0.012
O (-13.24, 2.95, 9.82)  -0.014
Cl (-13.38, 7.56, 10.10)  0.002
O (-14.52, 7.88, 9.26)  0.001
O (-13.87, 7.19, 11.39)  0.001
O (-12.60, 6.47, 9.55)  0.017
O (-12.50, 8.68, 10.17)  0.000
C (-8.22, 4.29, 6.54)  0.002
N (-9.53, 5.02, 6.43)  0.033
O (-10.35, 4.74, 7.29)  -0.002
O (-9.66, 5.80, 5.52)  0.057
H (-7.81, 4.49, 5.56)  0.000
H (-8.47, 3.23, 6.57)  0.001
H (-7.77, 4.71, 7.44)  0.001
C (-8.05, 1.79, 10.23)  0.000
C (-7.47, 2.95, 11.02)  0.000
O (-8.61, 3.76, 11.21)  0.002
C (-9.48, 3.57, 10.18)  0.006
O (-10.39, 4.24, 9.85)  0.020
O (-9.15, 2.41, 9.58)  0.001
F (-6.56, 3.64, 10.28)  0.000
H (-8.43, 1.08, 10.96)  0.000
H (-7.36, 1.38, 9.50)  0.000
H (-6.98, 2.69, 11.96)  0.000
C (-14.43, 8.61, 5.32)  0.000
C (-15.49, 7.90, 6.20)  0.000
O (-14.85, 6.67, 6.50)  0.001
C (-13.54, 6.76, 6.28)  0.006
O (-12.73, 6.00, 6.70)  0.026
O (-13.26, 7.89, 5.64)  0.002
F (-16.63, 7.78, 5.46)  0.000
H (-14.27, 9.62, 5.71)  0.000
H (-14.65, 8.63, 4.25)  0.000
H (-15.78, 8.40, 7.12)  0.000
C (-12.47, -0.87, 7.86)  0.000
C (-11.26, -0.97, 6.95)  0.000
O (-10.61, 0.22, 7.29)  0.001
C (-11.52, 1.16, 7.66)  0.006
O (-11.31, 2.32, 7.70)  0.013
O (-12.70, 0.54, 7.88)  0.003
F (-11.68, -1.01, 5.66)  0.000
H (-12.27, -1.21, 8.89)  0.000
H (-13.36, -1.45, 7.63)  0.000
H (-10.59, -1.81, 7.12)  0.000

Energy in eV: -96300.269
Frontier orbital gap (alpha / beta) in eV: 4.8 / 4.9
Expectation value of S²: 3.7667
Net charge: -1
2S+1: 4

Entry 2:
Computed, not measured: a structure of composition C15H26N5O5STc in a non-equilibrium geometry, with ωB97M-V/def2-TZVPD.

Last column: Löwdin spin population.
Geometry (Å):
Tc (0.44, 0.23, -0.40)  0.821
C (-0.15, 1.69, -2.96)  0.005
C (1.33, 1.40, -3.08)  0.006
N (1.74, 0.35, -2.09)  0.004
C (3.17, 0.48, -1.67)  0.001
C (3.37, 1.72, -0.80)  -0.007
S (1.90, 2.06, 0.24)  -0.012
C (1.08, 3.49, -0.59)  0.007
C (-0.37, 3.19, -0.95)  0.002
N (-0.57, 1.83, -1.53)  0.015
H (-0.42, 2.58, -3.53)  0.001
H (-0.72, 0.85, -3.38)  0.001
H (1.58, 1.07, -4.08)  0.000
H (1.92, 2.29, -2.88)  0.000
H (1.67, -0.57, -2.55)  0.000
H (3.43, -0.42, -1.13)  0.000
H (3.80, 0.54, -2.56)  0.000
H (4.20, 1.57, -0.11)  0.000
H (3.58, 2.63, -1.36)  -0.001
H (1.12, 4.31, 0.13)  0.000
H (1.68, 3.77, -1.44)  0.000
H (-1.00, 3.24, -0.06)  0.000
H (-0.73, 3.95, -1.64)  0.000
H (-1.57, 1.67, -1.52)  0.003
O (1.08, -1.26, 5.95)  0.000
C (1.02, -1.59, 4.66)  0.000
O (1.31, -2.67, 4.26)  0.000
C (0.58, -0.56, 3.66)  0.004
C (0.02, 0.71, 3.78)  0.013
N (-0.18, 1.20, 2.54)  0.008
N (0.23, 0.32, 1.61)  -0.011
C (0.68, -0.74, 2.28)  0.002
C (1.08, -1.82, 1.34)  0.006
O (0.84, -2.96, 1.30)  0.020
O (1.60, -1.12, 0.24)  -0.002
H (0.87, -0.34, 6.16)  0.000
H (-0.27, 1.29, 4.65)  0.001
H (-0.58, 2.09, 2.29)  0.000
C (-1.22, -3.12, -1.50)  0.003
N (-2.32, -2.66, -0.64)  0.032
C (-3.49, -3.54, -0.44)  0.003
C (-2.25, -1.52, -0.02)  -0.001
C (-3.31, -1.04, 0.91)  0.000
O (-1.18, -0.78, -0.17)  0.073
H (-1.49, -4.07, -1.93)  0.000
H (-0.31, -3.24, -0.91)  0.001
H (-1.06, -2.41, -2.31)  0.001
H (-3.48, -4.31, -1.20)  0.000
H (-4.42, -2.97, -0.54)  0.001
H (-3.44, -4.00, 0.55)  0.002
H (-3.57, -1.82, 1.63)  0.000
H (-4.22, -0.81, 0.35)  0.000
H (-2.97, -0.16, 1.44)  0.000

Energy in eV: -46671.635
Frontier orbital gap (alpha / beta) in eV: 6.4 / 6.5
Expectation value of S²: 1.1783
Net charge: +3
2S+1: 2
Energy above the lowest of the compared OMol25 structures with the same formula, charge and spin in kJ/mol: 46.5

Entry 3:
Computed, not measured: an isolated molecule of H2N2OS in a non-equilibrium geometry, with ωB97M-V/def2-TZVPD.

Last column: Mulliken charge in e.
Geometry (Å):
O (-0.36, 0.78, -1.61)  -0.271
N (0.56, 0.46, -0.70)  -0.121
N (-0.44, -0.01, 0.60)  -0.158
S (0.49, -0.45, 1.81)  -0.012
H (0.18, 0.54, -2.36)  0.389
H (-0.43, -1.32, 2.26)  0.172

Energy in eV: -15889.605
Frontier orbital gap (alpha / beta) in eV: 8.8 / 8.7
SMILES: O/N=N/S
Net charge: 0
Energy above the lowest of the compared OMol25 structures with the same formula, charge and spin in kJ/mol: 456.6

Entry 4:
Computed, not measured: a cluster of 4 separate species, C35H72I2NO3P2 in total in a non-equilibrium geometry, with ωB97M-V/def2-TZVPD.

Last column: Mulliken charge in e.
Geometry (Å):
C (7.22, -3.51, -0.49)  -0.371
O (8.40, -3.35, -1.29)  -0.400
C (8.35, -2.15, -2.10)  -0.391
C (8.45, -0.79, -1.24)  -0.545
C (7.58, 0.38, -1.93)  -0.758
C (5.98, 0.14, -1.78)  -0.085
C (5.18, 0.31, -3.16)  -0.435
C (4.13, 1.52, -3.18)  -1.054
C (2.77, 1.22, -2.38)  -0.494
C (1.77, 0.23, -3.16)  -0.942
P (0.78, -0.91, -2.01)  0.974
C (0.19, -2.39, -3.04)  0.195
C (0.29, -2.36, -4.57)  -0.331
C (-0.20, -3.67, -5.17)  -0.481
C (-0.70, -4.77, -4.26)  -0.226
N (-0.86, -4.83, -2.86)  -0.521
C (-0.39, -3.60, -2.35)  -0.288
C (-0.64, 0.13, -1.32)  -0.971
I (-2.53, -0.23, -2.40)  0.157
C (-0.87, -0.01, 0.27)  -0.286
C (-2.21, -0.80, 0.69)  -1.286
I (-1.11, 2.02, 1.09)  0.148
P (2.18, -1.70, -0.52)  0.322
O (3.30, -2.63, -1.44)  -0.420
O (1.34, -2.81, 0.51)  -0.459
H (7.16, -2.76, 0.38)  0.200
H (7.24, -4.55, 0.00)  0.274
H (6.25, -3.39, -1.09)  0.059
H (7.42, -2.07, -2.75)  0.240
H (9.25, -2.20, -2.80)  0.330
H (9.55, -0.47, -1.29)  0.308
H (8.21, -0.95, -0.14)  0.268
H (7.85, 1.38, -1.47)  0.335
H (7.91, 0.40, -3.04)  0.310
H (5.60, 0.78, -0.92)  0.457
H (5.88, -0.95, -1.44)  -0.195
H (5.97, 0.56, -3.97)  0.446
H (4.75, -0.70, -3.46)  0.167
H (3.88, 1.77, -4.27)  0.333
H (4.63, 2.41, -2.67)  0.391
H (2.25, 2.24, -2.25)  0.380
H (3.06, 0.88, -1.33)  0.338
H (2.35, -0.42, -3.89)  0.451
H (1.06, 0.90, -3.77)  0.452
H (0.68, -1.52, -5.22)  0.363
H (-0.19, -3.82, -6.30)  0.359
H (-1.02, -5.74, -4.80)  0.413
H (-0.46, -3.52, -1.20)  0.291
H (-0.38, 1.23, -1.52)  0.757
H (0.00, -0.46, 0.85)  0.394
H (-3.14, -0.14, 0.59)  0.457
H (-2.12, -1.02, 1.82)  0.339
H (-2.32, -1.82, 0.19)  0.311
H (3.06, -2.49, -2.39)  0.341
H (1.17, -2.35, 1.36)  0.398
C (-0.36, 4.24, 8.19)  -1.144
C (-1.16, 2.95, 8.07)  -0.177
C (-0.42, 1.85, 7.32)  -0.831
C (-0.09, 2.18, 5.86)  -0.801
C (-1.29, 2.52, 4.98)  0.839
C (-2.29, 1.38, 4.85)  -1.183
H (-0.15, 4.68, 7.21)  0.255
H (-0.93, 4.98, 8.77)  0.287
H (0.59, 4.07, 8.71)  0.375
H (-2.13, 3.16, 7.60)  0.087
H (-1.39, 2.59, 9.08)  0.415
H (-1.01, 0.93, 7.36)  0.316
H (0.52, 1.63, 7.84)  0.380
H (0.44, 1.32, 5.42)  0.375
H (0.62, 3.01, 5.82)  0.344
H (-0.93, 2.79, 3.98)  -0.043
H (-1.81, 3.41, 5.36)  -0.445
H (-1.80, 0.49, 4.42)  0.218
H (-3.11, 1.66, 4.20)  0.394
H (-2.71, 1.10, 5.82)  0.340
C (-2.74, 9.29, 8.67)  -1.149
C (-3.98, 9.04, 7.83)  -0.394
C (-4.55, 7.63, 8.01)  -0.905
C (-3.62, 6.49, 7.57)  -0.264
C (-3.16, 6.56, 6.12)  0.169
C (-4.30, 6.45, 5.12)  -1.370
H (-1.92, 8.62, 8.39)  0.267
H (-2.39, 10.31, 8.53)  0.370
H (-2.95, 9.15, 9.74)  0.294
H (-3.76, 9.24, 6.78)  0.241
H (-4.75, 9.76, 8.13)  0.371
H (-5.50, 7.56, 7.46)  0.349
H (-4.81, 7.48, 9.06)  0.389
H (-4.14, 5.54, 7.74)  0.384
H (-2.74, 6.47, 8.22)  0.010
H (-2.46, 5.73, 5.94)  -0.159
H (-2.59, 7.48, 5.94)  0.322
H (-4.85, 5.51, 5.25)  0.296
H (-3.91, 6.47, 4.10)  0.385
H (-5.00, 7.28, 5.22)  0.363
C (-3.77, -8.07, -10.67)  -1.186
C (-4.17, -6.79, -9.94)  -0.383
C (-3.01, -6.16, -9.16)  -0.696
C (-2.44, -7.02, -8.03)  -0.477
C (-3.44, -7.46, -6.97)  -0.461
C (-4.06, -6.29, -6.21)  -1.020
H (-3.44, -8.84, -9.97)  0.283
H (-4.62, -8.46, -11.23)  0.375
H (-2.96, -7.87, -11.38)  0.295
H (-5.01, -7.00, -9.27)  0.241
H (-4.53, -6.07, -10.68)  0.352
H (-3.35, -5.20, -8.75)  0.308
H (-2.21, -5.91, -9.86)  0.371
H (-1.63, -6.46, -7.55)  0.163
H (-1.97, -7.91, -8.46)  0.363
H (-2.93, -8.11, -6.25)  0.356
H (-4.24, -8.06, -7.42)  0.316
H (-3.28, -5.70, -5.71)  0.142
H (-4.75, -6.65, -5.45)  0.382
H (-4.62, -5.63, -6.87)  0.286

Energy in eV: -79863.849
Frontier orbital gap in eV: 7.5
Net charge: +1

Entry 5:
Computed, not measured: a cluster of 8 separate species, C45H94F5N9O7S3 in total in a non-equilibrium geometry, with ωB97M-V/def2-TZVPD.

Last column: Mulliken charge in e.
Geometry (Å):
C (-0.52, 1.24, -0.39)  0.567
F (-1.60, 1.05, -1.15)  -0.212
F (0.59, 0.92, -1.06)  -0.207
F (-0.37, 2.58, -0.06)  -0.237
S (-0.63, 0.19, 1.28)  1.096
O (-0.30, -1.15, 0.84)  -0.658
O (0.35, 0.66, 2.28)  -0.677
O (-1.99, 0.39, 1.82)  -0.673
C (-7.61, -8.44, 1.27)  -0.962
C (-6.22, -8.94, 1.67)  -0.670
N (-5.70, -8.30, 2.79)  0.179
C (-5.93, -8.65, 4.08)  -0.259
C (-5.25, -7.72, 4.90)  -0.349
N (-4.60, -6.80, 4.05)  0.110
C (-4.82, -7.25, 2.75)  -0.202
C (-3.96, -5.53, 4.46)  -0.815
H (-7.77, -8.89, 0.29)  0.329
H (-7.57, -7.36, 1.17)  0.330
H (-8.40, -8.84, 1.91)  0.341
H (-5.53, -8.68, 0.87)  0.304
H (-6.12, -10.03, 1.75)  0.435
H (-6.53, -9.47, 4.43)  0.433
H (-5.24, -7.69, 5.98)  0.425
H (-4.37, -6.84, 1.86)  0.378
H (-4.26, -5.31, 5.48)  0.321
H (-4.42, -4.78, 3.82)  0.359
H (-2.90, -5.71, 4.29)  0.312
C (4.85, 7.98, 1.65)  -1.226
C (5.17, 6.47, 1.32)  -0.290
N (6.34, 5.99, 1.87)  0.243
C (6.82, 6.23, 3.17)  -0.386
C (8.07, 5.64, 3.32)  -0.328
N (8.47, 5.03, 2.11)  0.141
C (7.33, 5.11, 1.32)  -0.347
C (9.71, 4.33, 1.87)  -0.744
H (4.13, 8.36, 0.92)  0.381
H (5.69, 8.61, 1.35)  0.369
H (4.53, 8.24, 2.66)  0.363
H (5.13, 6.26, 0.25)  0.388
H (4.29, 5.92, 1.66)  0.258
H (6.49, 6.95, 3.90)  0.341
H (8.73, 5.64, 4.18)  0.424
H (7.33, 4.73, 0.31)  0.441
H (10.44, 4.73, 2.57)  0.297
H (10.02, 4.48, 0.84)  0.358
H (9.55, 3.25, 1.97)  0.316
C (-7.87, 3.81, -5.95)  -1.330
C (-7.60, 3.17, -4.58)  -0.298
C (-8.81, 3.40, -3.61)  -0.759
N (-8.49, 3.10, -2.11)  0.200
C (-7.45, 4.05, -1.45)  -1.058
C (-8.14, 1.63, -2.01)  -0.721
C (-8.54, 1.22, -0.58)  -0.681
C (-9.89, 1.95, -0.41)  -0.531
C (-9.76, 3.27, -1.20)  -0.586
H (-8.13, 4.87, -5.85)  0.344
H (-8.67, 3.25, -6.42)  0.357
H (-6.95, 3.80, -6.54)  0.377
H (-6.69, 3.64, -4.19)  0.311
H (-7.46, 2.10, -4.67)  0.322
H (-9.66, 2.77, -3.89)  0.418
H (-8.96, 4.46, -3.47)  0.472
H (-6.44, 3.76, -1.75)  0.382
H (-7.48, 3.90, -0.37)  0.505
H (-7.59, 5.09, -1.74)  0.332
H (-7.08, 1.64, -2.23)  0.431
H (-8.73, 0.96, -2.64)  0.419
H (-7.75, 1.44, 0.14)  0.326
H (-8.75, 0.15, -0.59)  0.366
H (-10.21, 2.05, 0.63)  0.358
H (-10.72, 1.41, -0.86)  0.326
H (-9.66, 4.13, -0.55)  0.355
H (-10.61, 3.55, -1.82)  0.367
C (-2.98, -0.86, -10.20)  -1.454
C (-1.94, -1.35, -9.19)  -0.214
C (-0.67, -1.87, -9.79)  -0.614
N (0.30, -2.64, -8.74)  0.131
C (0.53, -1.82, -7.45)  -0.999
C (-0.18, -4.05, -8.35)  -0.590
C (1.04, -4.99, -8.23)  -0.520
C (2.27, -4.15, -8.51)  -0.663
C (1.72, -2.96, -9.32)  -0.662
H (-3.86, -0.49, -9.67)  0.383
H (-3.48, -1.61, -10.81)  0.381
H (-2.62, -0.03, -10.80)  0.366
H (-2.38, -2.16, -8.60)  0.298
H (-1.61, -0.56, -8.51)  0.319
H (-0.08, -1.00, -10.07)  0.379
H (-0.80, -2.53, -10.65)  0.403
H (1.20, -2.41, -6.82)  0.416
H (-0.43, -1.47, -7.08)  0.352
H (0.99, -0.89, -7.79)  0.366
H (-0.78, -3.92, -7.45)  0.388
H (-0.80, -4.45, -9.15)  0.331
H (0.96, -5.52, -7.28)  0.289
H (0.92, -5.68, -9.06)  0.359
H (2.69, -3.83, -7.55)  0.279
H (2.93, -4.84, -9.03)  0.395
H (2.35, -2.10, -9.55)  0.474
H (1.52, -3.23, -10.35)  0.411
C (4.23, -5.07, 4.61)  -1.249
C (4.41, -4.50, 3.18)  -0.163
C (5.95, -4.40, 2.83)  -0.859
N (6.15, -4.04, 1.34)  0.131
C (5.57, -2.64, 1.09)  -1.016
C (5.47, -5.07, 0.43)  -0.781
C (6.21, -4.96, -0.95)  -0.612
C (7.58, -4.31, -0.63)  -0.781
C (7.59, -4.10, 0.86)  -0.475
H (3.19, -5.38, 4.52)  0.344
H (4.25, -4.26, 5.34)  0.340
H (4.91, -5.88, 4.87)  0.368
H (4.00, -3.49, 3.07)  0.314
H (3.98, -5.18, 2.44)  0.294
H (6.46, -5.35, 2.95)  0.435
H (6.48, -3.70, 3.48)  0.408
H (5.83, -2.37, 0.06)  0.416
H (5.90, -1.85, 1.76)  0.262
H (4.49, -2.81, 1.14)  0.494
H (4.39, -4.91, 0.41)  0.459
H (5.60, -6.06, 0.86)  0.428
H (5.67, -4.30, -1.62)  0.342
H (6.28, -5.95, -1.41)  0.362
H (7.65, -3.35, -1.14)  0.330
H (8.50, -4.75, -1.01)  0.411
H (8.01, -3.13, 1.09)  0.361
H (8.08, -4.93, 1.38)  0.439
C (-2.53, 6.30, 5.80)  -1.408
C (-1.33, 5.43, 6.14)  -0.578
C (-1.03, 5.42, 7.66)  -0.697
N (-0.32, 4.20, 8.21)  0.106
C (1.08, 4.08, 7.58)  -1.032
C (-0.13, 4.28, 9.75)  -0.700
C (-1.47, 3.83, 10.33)  -0.679
C (-1.96, 2.67, 9.39)  -0.539
C (-1.29, 2.92, 8.08)  -0.505
H (-2.65, 6.36, 4.72)  0.387
H (-2.35, 7.27, 6.25)  0.344
H (-3.44, 5.93, 6.28)  0.374
H (-0.40, 5.78, 5.69)  0.421
H (-1.36, 4.49, 5.58)  0.507
H (-2.00, 5.53, 8.14)  0.309
H (-0.31, 6.19, 7.98)  0.447
H (1.51, 3.15, 7.95)  0.453
H (1.64, 4.98, 7.86)  0.359
H (0.97, 3.90, 6.52)  0.416
H (0.71, 3.63, 10.00)  0.454
H (0.26, 5.26, 9.99)  0.430
H (-1.52, 3.58, 11.39)  0.454
H (-2.02, 4.77, 10.26)  0.299
H (-1.64, 1.68, 9.71)  0.299
H (-3.04, 2.59, 9.36)  0.327
H (-0.63, 2.09, 7.84)  0.398
H (-1.89, 3.01, 7.17)  0.354
N (8.88, 2.03, -4.18)  -0.277
S (7.76, 1.51, -5.37)  1.021
O (7.55, 0.04, -5.52)  -0.576
O (7.50, 2.44, -6.46)  -0.536
F (6.53, 1.69, -4.38)  -0.273
S (10.09, 1.99, -5.08)  1.094
O (10.28, 3.25, -5.73)  -0.561
O (10.37, 0.71, -5.81)  -0.574
F (11.23, 1.94, -3.90)  -0.316

Energy in eV: -121986.905
Frontier orbital gap in eV: 5.8
Net charge: +4
Energy above the lowest of the compared OMol25 structures with the same formula, charge and spin in kJ/mol: 394.8

Entry 6:
Computed, not measured: the ion C4H9N2 with charge +1 in a non-equilibrium geometry, with ωB97M-V/def2-TZVPD.

Last column: Mulliken charge in e.
Geometry (Å):
N (2.33, 0.08, 0.03)  -0.556
C (0.97, 0.06, -0.40)  0.313
C (0.06, -0.76, 0.50)  -0.254
C (-1.32, -0.71, -0.13)  -0.530
N (-1.35, 0.84, -0.17)  -0.069
C (-0.01, 0.83, 0.51)  -0.579
H (2.93, 0.50, -0.60)  0.250
H (2.69, -0.80, 0.26)  0.215
H (0.75, 0.02, -1.58)  0.163
H (0.37, -1.56, 1.13)  0.474
H (-1.37, -1.31, -1.08)  0.327
H (-1.96, -0.98, 0.74)  0.338
H (-1.31, 1.03, -1.11)  0.276
H (-2.11, 1.31, 0.20)  0.295
H (0.31, 1.45, 1.36)  0.336

Energy in eV: -7264.665
Frontier orbital gap in eV: 10.4
SMILES: N[C@H]1[C@@H]2C[NH2+][C@H]12
Net charge: +1
Energy above the lowest of the compared OMol25 structures with the same formula, charge and spin in kJ/mol: 335.4

Entry 7:
Computed, not measured: a cluster of 4 separate species, CH8O2S2 in total, with ωB97M-V/def2-TZVPD.

Last column: Mulliken charge in e.
Geometry (Å):
C (1.07, -0.46, -0.82)  -0.735
S (0.68, 0.43, -2.21)  -0.110
S (1.13, -2.23, 1.31)  -0.372
H (1.62, -1.39, -1.02)  0.375
H (0.00, -0.78, -0.52)  0.235
H (1.44, 0.09, 0.04)  0.456
H (0.89, -3.03, 2.36)  0.146
H (-0.39, -0.65, 1.60)  0.249
H (-0.81, 0.62, 2.34)  0.302
O (-1.11, 0.00, 1.66)  -0.555
H (-0.85, 2.01, -1.64)  0.265
H (-2.15, 2.83, -1.88)  0.311
O (-1.52, 2.55, -1.21)  -0.567

Energy in eV: -26927.242
Frontier orbital gap in eV: 4.2
Net charge: 0
Energy above the lowest of the compared OMol25 structures with the same formula, charge and spin in kJ/mol: 508.8

Entry 8:
Computed, not measured: a cluster of 2 separate species, CH2BrNOS in total in a non-equilibrium geometry, with ωB97M-V/def2-TZVPD.

Last column: Mulliken charge in e.
Geometry (Å):
C (1.75, -0.50, 0.16)  -0.032
N (-1.02, -0.29, 0.96)  -0.436
O (1.67, -1.55, -0.22)  -0.095
S (-0.99, 0.14, -0.49)  0.207
Br (-1.54, 2.24, -1.24)  -0.207
H (-0.22, -0.51, 1.48)  0.302
H (0.34, 0.47, -0.66)  0.260

Energy in eV: -85482.064
Frontier orbital gap in eV: 8.7
Net charge: 0
Energy above the lowest of the compared OMol25 structures with the same formula, charge and spin in kJ/mol: 235.1